[1]
Computed, not measured: a cluster of 2 separate species, C4H12N3 in total at a distorted geometry, with ωB97M-V/def2-TZVPD.

Properties
ΔE to the lowest compared entry with this formula, charge and spin: 547.8 kJ/mol
DFT total energy: -323.46962 Eh
E_HOMO: -12.58 eV
net charge: +1
gap between HOMO and LUMO: 8.20 eV

Last column: Mulliken charge in e.
Positions of all 19 atoms, in Å:
N: -0.78331 0.49588 -0.18199  -0.13
N: 1.71572 0.88710 0.16312  -0.27
N: -0.32284 -0.55614 -0.01707  -0.22
C: 2.26206 -0.05043 -0.54513  0.44
C: 3.15488 -1.11541 -0.09373  -1.11
C: -3.30118 0.04402 0.34574  -1.08
C: -2.16571 0.97478 0.01202  -0.24
H: -3.76296 -0.40060 -0.53480  0.35
H: 2.16231 -0.41246 -1.55627  0.33
H: 1.21621 1.53789 -0.46621  0.34
H: 3.31502 -1.99844 -0.64040  0.36
H: -1.91000 1.63751 0.76114  0.33
H: 1.84424 1.30841 1.00311  0.18
H: 2.89140 -1.32088 0.94247  0.30
H: -2.31038 1.64180 -0.95432  0.26
H: -4.28251 0.46220 0.83078  0.30
H: -3.04981 -0.88310 0.94296  0.30
H: -0.91756 -1.35535 -0.05938  0.18
H: 4.24444 -0.89680 0.04797  0.37



[2]
Computed, not measured: a cluster of 20 separate species, C5H50O19P in total at a distorted geometry, with ωB97M-V/def2-TZVPD.

Properties
DFT total energy: -1991.31963 Eh
E_HOMO: -1.88 eV
net charge: -1
gap between HOMO and LUMO: 3.64 eV

Last column: Mulliken charge in e.
Positions of all 75 atoms, in Å:
P: 0.89552 -0.23384 -1.73667  -0.25
O: -2.79402 5.47793 3.70269  -0.64
O: -0.28901 -1.12188 4.14835  -0.77
O: 2.08408 -0.53164 7.51922  -0.65
O: 0.16163 1.49884 4.52414  -0.65
O: 0.23198 4.92166 -4.22942  -0.61
O: -0.26917 4.05950 2.90387  -0.63
O: 4.85817 -1.11689 -2.49419  -0.64
O: -3.36213 -2.10117 -0.41086  -0.58
O: -2.48005 -2.15414 2.70591  -0.50
O: 2.54923 -1.43033 4.72829  -0.60
O: 0.58837 -4.52364 -0.18061  -0.61
O: -4.21846 3.64360 5.23788  -0.65
O: -1.36421 -0.29085 -6.04227  -0.67
O: 6.29999 3.93531 -5.99503  -0.65
O: -2.41446 -6.62892 2.30764  -0.64
O: -2.89755 -5.37387 -0.37471  -0.64
O: 3.09705 0.29658 -4.61864  -0.63
O: 3.81761 2.44182 -6.75475  -0.68
O: -6.54452 -3.07053 -0.99024  -0.65
C: 2.27779 0.76327 -1.02083  -0.73
C: -0.24608 0.80023 -2.80287  -0.01
C: 0.05792 -0.68823 1.01949  -0.53
C: -0.30006 2.33267 -2.46835  -1.08
C: -0.05437 -1.23447 -0.44163  0.12
H: 1.93958 1.72482 -0.57198  0.03
H: 2.77039 -2.36393 4.80315  0.28
H: -0.34607 0.33305 1.13314  0.16
H: -1.13720 4.29660 2.55423  0.35
H: 3.35616 -0.97526 4.99439  0.28
H: 0.00935 2.43229 4.32692  0.30
H: 0.15433 0.72608 -3.83604  -0.16
H: -3.48294 -2.03836 0.54559  0.27
H: 0.45509 -0.50578 4.07569  0.33
H: -3.43542 5.60097 4.40696  0.32
H: -0.43939 -0.02620 -6.06717  0.32
H: -3.63122 2.94012 4.94650  0.33
H: -1.25249 2.72785 -2.90081  0.36
H: 4.52734 2.78176 -6.20016  0.36
H: -3.22138 -7.06295 2.01858  0.31
H: 3.27552 1.92304 -6.14531  0.34
H: 0.41066 -2.24049 -0.42619  0.01
H: 1.07649 -0.78186 1.44105  0.24
H: 1.16436 -4.88860 -0.85934  0.29
H: -1.94431 5.49815 4.15641  0.31
H: -2.58141 -5.69594 2.13902  0.33
H: 0.31794 4.12756 2.14348  0.30
H: -4.96532 3.58799 4.63459  0.32
H: -0.63934 5.15360 -4.56222  0.30
H: 1.88269 -0.86380 6.63357  0.38
H: 1.14049 -4.49388 0.60565  0.29
H: -3.08350 -3.01118 -0.54963  0.29
H: 5.78015 -0.84949 -2.51723  0.29
H: -0.57353 -1.34264 1.64129  0.02
H: -5.73560 -2.62569 -0.70307  0.36
H: -6.32610 -4.00403 -0.93306  0.30
H: 3.51755 -0.56030 -4.71432  0.25
H: 0.49564 2.89853 -2.96897  0.31
H: 6.42305 3.76003 -6.93385  0.31
H: -0.35752 2.55532 -1.38767  0.17
H: 4.51166 -0.72339 -1.67956  0.33
H: 0.07795 -1.96035 3.85371  0.30
H: 0.81166 5.02537 -4.99090  0.31
H: -1.68941 0.09478 -5.22326  0.37
H: -3.04488 -2.64533 3.31096  0.28
H: -1.28519 0.41737 -2.85585  0.41
H: -1.12540 -1.41032 -0.71441  0.04
H: 2.71032 0.26814 -3.72446  0.44
H: 2.89471 0.16869 -0.31242  0.03
H: -2.66072 -6.30385 -0.33081  0.31
H: -2.09057 -4.91813 -0.09675  0.29
H: -1.76181 -1.80962 3.26581  0.33
H: -0.65412 1.06832 4.24769  0.28
H: 6.85470 4.70019 -5.82293  0.30
H: 1.22179 -0.38024 7.91356  0.32



[3]
Computed, not measured: a structure of composition C44H40F11GeN3O2PSeW at a distorted geometry, with ωB97M-V/def2-TZVPD.

Properties
DFT total energy: -8000.74121 Eh
E_HOMO (spin up / spin down): -10.35 / -10.35 eV
net charge: +1
gap between HOMO and LUMO (spin up / spin down): 6.51 / 5.40 eV
spin multiplicity: 3

Last column: Mulliken charge in e.
Positions of all 104 atoms, in Å:
W: 0.13041 0.84156 -1.19753  1.51
Se: 3.09412 2.80288 2.10926  0.20
Ge: -1.01116 -1.48424 -0.38577  0.72
P: -2.26832 1.39110 -4.35258  1.11
F: -0.83839 1.17290 -4.99304  -0.39
F: -3.43622 1.68433 -3.32331  -0.38
F: -2.03279 2.95711 -4.46698  -0.35
F: -3.12322 1.20288 -5.62194  -0.26
F: -1.06705 1.70365 -2.58739  -0.23
F: 0.82556 2.24192 6.74839  -0.33
F: 0.86556 3.05421 4.19448  -0.39
F: -2.25063 -0.10699 -3.86286  0.01
F: 3.01133 1.06424 7.82635  -0.29
F: 5.29689 1.46570 3.78183  -0.38
F: 5.24359 0.68708 6.34776  -0.29
O: 1.65095 0.41891 -0.08391  -0.92
O: 0.20865 -0.47780 -2.55797  1.44
N: -0.68398 1.50903 0.72779  0.59
N: 1.91034 1.55034 -2.45574  0.09
N: -0.10699 3.55163 -1.11459  0.88
C: -2.33672 -0.89684 2.20344  -0.14
C: -1.19815 -5.66262 3.28422  -0.69
C: 0.46278 4.32867 0.00198  -1.15
C: -1.52694 -3.14495 2.04564  0.58
C: 0.53002 -2.09173 -4.24203  -0.46
C: -2.69578 -1.08994 3.55573  -0.83
C: 0.45519 4.09513 -2.38111  -0.96
C: 0.83768 0.21679 2.14360  2.32
C: 2.93588 -0.79161 1.47956  -0.97
C: 2.64272 0.79780 -3.18844  -0.31
C: -1.92129 2.33999 0.85583  -1.68
C: 1.34938 -2.65221 -5.20552  -0.90
C: 1.96448 2.49476 4.70462  0.62
C: 0.63316 -2.57506 -0.61394  -1.59
C: -4.72590 -1.81173 -2.32826  -0.77
C: -2.31421 -3.17489 -2.41915  -0.24
C: 3.07793 -1.29660 2.75685  -1.01
C: 1.97101 4.01246 -2.49242  -1.29
C: -1.58534 3.83096 -1.16125  -1.54
C: -3.36304 -3.56286 -3.24373  -0.73
C: 3.04245 1.47149 6.57184  0.67
C: -1.13950 -4.29008 1.30314  -0.40
C: 2.11211 -1.06216 3.73947  -1.28
C: -2.39223 -2.26742 4.16885  -1.18
C: -1.82850 -3.33121 3.42123  0.87
C: -1.62449 -4.59774 4.02219  -0.90
C: 3.09621 2.31383 3.90170  -0.51
C: 1.00840 -0.29810 3.43763  -0.94
C: 2.55262 2.74347 -1.90485  -0.39
C: -3.67771 -1.43537 -1.50402  -0.28
C: 3.05550 -1.03451 -4.76356  -1.14
C: -2.45433 -2.10175 -1.54522  0.55
C: 0.98835 -0.99937 -3.51874  0.50
C: -2.46087 2.80777 -0.46305  0.11
C: -1.69157 -1.84548 1.45489  0.60
C: 1.79936 -0.05153 1.16231  0.46
C: -0.98133 -5.50845 1.90019  -1.08
C: 1.92376 2.08167 6.01699  0.20
C: 2.23322 -0.43556 -3.80119  0.55
C: -4.56601 -2.87378 -3.20788  -0.71
C: 4.18549 1.27885 5.80980  0.37
C: -0.28557 1.06257 1.87553  -1.60
C: 2.62191 -2.14253 -5.45781  -0.93
C: 4.20176 1.69202 4.49164  0.20
H: -0.69979 -6.36639 1.30355  0.45
H: -5.66433 -1.27380 -2.29061  0.44
H: -3.24148 -4.40704 -3.91075  0.44
H: 2.23305 -1.48271 4.72860  0.61
H: -5.37949 -3.16782 -3.85794  0.39
H: -0.46344 -2.46796 -4.04772  0.58
H: -2.68595 1.74645 1.35136  0.87
H: -1.84223 -4.71004 5.07752  0.42
H: 3.63114 2.70919 -2.07677  0.93
H: -2.64162 1.94882 -1.10602  -0.62
H: 3.67888 -0.96761 0.71359  0.61
H: 1.54525 4.27916 -0.00199  0.25
H: -2.61192 0.03983 1.74691  0.20
H: 1.48811 -1.96739 -0.90071  0.31
H: -2.62986 -2.43208 5.21295  0.44
H: -1.74511 4.81384 -0.70607  0.50
H: 0.24329 -0.10916 4.18255  0.57
H: -3.82584 -0.60821 -0.81516  0.20
H: 0.17357 5.38007 -0.08887  0.37
H: 0.16576 5.14989 -2.46334  0.61
H: 4.02928 -0.60496 -4.96718  0.47
H: 2.41109 2.70834 -0.82426  -0.64
H: 0.12604 3.95305 0.96254  0.25
H: 2.22988 4.08106 -3.55055  0.46
H: -0.83929 1.38131 2.75695  0.44
H: -3.44234 3.25080 -0.28236  0.74
H: 0.49305 -3.32390 -1.39578  0.44
H: -1.05892 -6.63037 3.74724  0.41
H: 0.88094 -3.09122 0.31178  0.74
H: 3.95155 -1.88841 2.99792  0.46
H: 3.25455 -2.60125 -6.20433  0.43
H: -1.89060 3.91094 -2.19977  0.60
H: -1.38823 -3.73867 -2.45538  0.43
H: 3.65706 1.12842 -3.42213  0.43
H: -3.20070 -0.29922 4.09733  0.48
H: -1.68380 3.17381 1.51975  0.63
H: 0.99153 -3.50173 -5.77259  0.50
H: -0.02322 3.56569 -3.19616  0.19
H: -1.01355 -4.21455 0.23273  0.29
H: 2.45710 4.86120 -2.00578  0.39



[4]
Computed, not measured: the molecule C4H12N2S at a distorted geometry, with ωB97M-V/def2-TZVPD.

Properties
ΔE to the lowest compared entry with this formula, charge and spin: 132.3 kJ/mol
DFT total energy: -667.24448 Eh
E_HOMO: -8.89 eV
SMILES: CN[C@@H](CN)CS
gap between HOMO and LUMO: 9.72 eV

Last column: Mulliken charge in e.
Positions of all 19 atoms, in Å:
S: 0.18012 2.69061 0.61051  -0.20
N: 2.40216 -0.80369 -0.55092  -0.48
N: -1.38796 -0.41897 -0.20838  -0.44
C: -1.91933 -0.67070 1.17988  -0.93
C: 0.05171 -0.11874 -0.22903  0.45
C: 0.28427 1.28076 -0.74959  -1.08
C: 1.00172 -1.18157 -0.69444  -0.59
H: 1.27143 1.57070 -1.06096  0.41
H: -2.98826 -0.49154 1.17458  0.35
H: -1.93206 0.36409 -0.55730  0.28
H: 2.59868 -0.01676 0.04828  0.20
H: 0.85096 -2.14898 -0.20487  0.28
H: -1.10447 2.92256 0.56254  0.10
H: -0.49895 1.52450 -1.45770  0.39
H: -1.40653 -1.57957 1.49849  0.31
H: -1.54827 0.04394 1.92775  0.31
H: 0.81629 -1.39044 -1.77378  0.23
H: 3.04773 -1.55163 -0.36278  0.21
H: 0.28074 -0.02460 0.84773  0.21